(1)
C4H9N2O2 | ωB97M-V/def2-TZVPD

## Properties
Spin multiplicity: 1
Orbital gap in eV: 6.738
SMILES string: C[C@@H](NC[O-])C(N)=O
Charge: -1
HOMO level in hartree: -0.1050
LUMO level in eV: 3.881

XYZ file:
```
17
Properties=species:S:1:pos:R:3:mulliken_charge:R:1
H -1.81084 -0.66570 0.35470 0.265
H 0.06641 -1.21278 -2.02886 0.273
C 0.18588 -0.54375 0.48837 0.420
H 1.79109 -1.66075 -2.21733 0.225
H -1.80836 1.24428 -1.56243 0.261
N -1.07433 -0.30731 -0.26986 -0.546
H 0.03200 0.22509 2.48881 0.302
C -1.45840 1.18793 -0.51163 -0.540
O -2.37364 1.53323 0.37111 -0.857
O 2.54489 -0.71653 -0.10965 -0.690
C 1.36797 -0.80039 -0.41495 0.044
C 0.48318 0.58175 1.55989 -1.041
H -0.10703 1.44506 1.27855 0.312
H 0.11676 -1.49115 0.99478 0.306
N 1.03125 -1.34593 -1.63525 -0.369
H 1.54043 0.77089 1.64146 0.342
H -0.52727 1.75604 -0.42772 0.292
```

***

(2)
C4H9N2O2 | ωB97M-V/def2-TZVPD

## Properties
Spin multiplicity: 1
Orbital gap in eV: 8.393
Charge: -1
HOMO level in hartree: -0.1609
LUMO level in eV: 4.015

XYZ file:
```
17
Properties=species:S:1:pos:R:3:mulliken_charge:R:1
N -0.61254 -2.47122 -1.01002 -0.481
O 1.29720 1.02750 0.96761 -0.831
H -0.26779 -1.33735 0.71573 0.474
H -1.59102 -0.65637 -1.57822 0.289
C 0.36512 3.25108 0.86133 -0.954
H -2.34632 -2.24039 -2.17634 0.321
H 1.01633 3.66168 1.64524 0.286
C 0.22582 -1.64022 -0.20992 -0.053
H 0.83306 3.61172 -0.05834 0.209
H -0.64272 3.64307 0.98146 0.264
H 1.58139 -0.42915 0.00946 0.535
C -1.81240 -1.70743 -1.38468 -0.766
H -0.03272 -2.67825 -1.81902 0.361
C 0.25245 1.71662 0.85158 0.728
H -2.52276 -1.71514 -0.54720 0.259
N 1.42584 -1.35380 -0.48212 -0.943
O -0.90254 1.27487 0.65854 -0.695
```

***

(3)
C4H9N2O2 | ωB97M-V/def2-TZVPD

## Properties
Spin multiplicity: 1
Orbital gap in eV: 8.014
Charge: -1
HOMO level in hartree: -0.1564
LUMO level in eV: 3.759

XYZ file:
```
17
Properties=species:S:1:pos:R:3:mulliken_charge:R:1
H -0.34301 0.26059 -1.82237 0.546
H -2.34440 -0.56827 -1.13154 0.310
C 0.19427 0.04377 -0.89101 -0.713
H -0.41883 -2.64581 -1.03302 0.294
C -0.38413 -1.35915 -0.53497 -0.271
C -1.86817 -1.13621 -0.31785 -1.214
O 0.71030 2.45118 1.60463 -0.784
N -0.09787 -2.22896 -1.95755 -0.714
H -0.49086 1.91667 -0.37150 0.200
C 0.74564 1.29875 1.13464 0.520
H 0.12688 -1.64483 0.38487 0.445
H -0.93725 -1.79199 -2.34356 0.320
N -0.20831 1.04966 0.05528 -0.209
H -2.21118 -0.74600 0.63190 0.338
O 1.41935 0.29357 1.45134 -0.718
H 1.25891 -0.04172 -1.08768 0.258
H -2.42765 -2.05411 -0.58004 0.390
```

***

(4)
C4H9N2O2 | ωB97M-V/def2-TZVPD

## Properties
Spin multiplicity: 1
Orbital gap (alpha / beta) in eV: 7.229 / 7.230
SMILES string: [NH2+]=CCC/C=[N+](\[O-])O
Charge: +1
HOMO level (alpha / beta) in hartree: -0.4616 / -0.4617
LUMO level (alpha / beta) in eV: -5.332 / -5.332

XYZ file:
```
17
Properties=species:S:1:pos:R:3:mulliken_charge:R:1
H 2.15877 -0.67080 1.33504 0.214
H -1.18621 0.83656 -2.10018 0.340
H 0.64106 0.23163 -1.12517 0.406
C -0.12990 -0.40459 -0.77337 -0.799
H 3.51964 1.24350 1.27520 0.378
H -2.74168 -1.24885 -0.67611 0.294
H -1.01302 -0.59440 1.19366 0.416
H -0.06723 -1.39230 -1.32688 0.441
N -2.57384 -0.37045 -1.17713 -0.211
H 0.31353 -1.77446 0.54432 0.275
O 2.69774 1.76738 1.08833 -0.383
H -3.35239 0.28949 -1.41525 0.318
C -0.05090 -0.84970 0.72614 -0.270
C 1.18688 -0.19481 1.30789 -0.380
N 1.50588 1.07350 1.28588 0.506
O 0.50340 1.89524 1.07362 -0.604
C -1.41174 0.16306 -1.23595 0.059
```

***

(5)
C4H9N2O3 | ωB97M-V/def2-TZVPD

## Properties
Spin multiplicity: 1
Orbital gap in eV: 9.825
Charge: +1
HOMO level in hartree: -0.4737
LUMO level in eV: -3.065

XYZ file:
```
18
Properties=species:S:1:pos:R:3:mulliken_charge:R:1
H 0.82802 1.92787 0.34558 0.301
O -1.14003 1.88428 -0.63024 -0.520
O 2.85972 -0.13824 -0.15260 -0.506
O -2.59836 -0.65074 -0.22184 -0.513
H 1.26352 0.07813 -1.45685 0.343
H -2.03079 2.13284 -0.63863 0.354
C -0.85358 0.93016 0.35129 0.000
C -1.26441 -0.57108 -0.00745 0.349
H -3.18074 -1.39288 -0.33217 0.379
N 0.59378 1.01255 0.56605 -0.432
H 0.92576 0.89258 1.58723 0.375
C -0.48187 -1.63384 -0.11291 -0.554
N 0.97707 -1.43344 -0.06681 -0.111
C 1.54646 -0.28804 -0.46516 0.042
H 3.31023 0.59021 -0.75399 0.443
H -0.91215 -2.58885 0.08114 0.397
H 1.55700 -1.95504 0.61824 0.284
H -1.39964 1.20351 1.28913 0.369
```

***

(6)
C4H9N2S | ωB97M-V/def2-TZVPD

## Properties
Spin multiplicity: 1
Orbital gap in eV: 8.252
Charge: +1
HOMO level in hartree: -0.4387
LUMO level in eV: -3.685

XYZ file:
```
16
Properties=species:S:1:pos:R:3:mulliken_charge:R:1
C -4.90869 -0.25423 0.25854 -0.272
H -0.14340 2.26462 -0.84114 0.295
N 2.62736 -0.57164 -0.17586 0.091
C -0.20887 1.44902 -0.01368 -0.459
H -5.65144 -0.90843 -0.41169 0.227
H -1.32418 1.41700 0.00898 0.021
C 3.86335 -1.10433 0.14444 -0.543
H 3.91898 -2.09751 0.80583 0.290
H 4.34841 -1.42013 -0.69723 0.286
H 4.25209 -0.30422 0.83457 0.296
H 0.33069 1.89725 0.83645 0.292
H -0.18277 -0.41451 -1.09808 0.275
H -5.41342 0.19450 1.06815 0.277
C 1.53130 -0.18057 -0.23260 0.292
N 0.29782 0.12146 -0.35816 -0.169
S -3.33722 -0.08829 -0.12852 -0.198
```

***

(7)
C4H9N2S | ωB97M-V/def2-TZVPD

## Properties
Spin multiplicity: 1
Orbital gap in eV: 9.737
Charge: +1
HOMO level in hartree: -0.5209
LUMO level in eV: -4.437

XYZ file:
```
16
Properties=species:S:1:pos:R:3:mulliken_charge:R:1
S 1.23764 1.48426 0.11229 -0.011
H 3.40321 -1.64962 0.16592 0.302
N 3.07658 -0.68279 -0.17996 -0.303
C -0.86577 0.37187 -1.32024 -1.377
C 1.92712 -0.10368 -0.08383 0.312
H -1.77476 -0.21459 -1.26087 0.367
C -0.34716 0.32620 0.07740 0.720
C -1.26483 0.57404 1.25240 -1.187
N 0.50685 -0.79728 0.38525 -0.304
H -1.13657 1.39193 -1.53000 0.386
H 0.22679 -1.79323 0.38854 0.245
H -2.19004 1.12683 0.99031 0.343
H -0.29714 -0.08657 -2.05487 0.478
H -1.60672 -0.40237 1.44238 0.373
H 3.81693 -0.19366 -0.64801 0.276
H -0.60269 0.96581 2.01291 0.378
```

***

(8)
C4H9N2Se | ωB97M-V/def2-TZVPD

## Properties
Spin multiplicity: 1
Orbital gap in eV: 7.838
SMILES string: CNCC=[N+]=C[SeH]
Charge: +1
HOMO level in hartree: -0.4747
LUMO level in eV: -5.079

XYZ file:
```
16
Properties=species:S:1:pos:R:3:mulliken_charge:R:1
H -2.35884 1.17375 -0.66140 0.331
H 1.60588 -2.17709 1.35015 0.264
C -1.21526 0.89057 -0.43164 -0.083
C 1.35229 -1.49956 0.43874 -0.744
H 0.33857 2.46103 -2.53610 0.344
H 2.19215 -0.97018 0.17958 0.287
H 0.57997 0.13161 1.41029 0.220
N 0.15640 -0.73242 1.00554 -0.353
H 0.94718 3.50956 0.75771 0.144
C -1.07330 -0.35128 0.26747 -0.363
C 0.37886 2.59903 -1.37303 0.009
H -1.08658 -1.09285 -0.55266 0.291
H 1.05938 -2.19799 -0.36642 0.326
N -0.27919 1.70090 -0.76660 -0.075
Se 1.33839 3.95291 -0.58119 0.093
H -2.08204 -0.46851 0.85505 0.307
```

***

Question: Which value of spin multiplicity does entry 2 give?
Answer: 1

***

Question: What is the spin multiplicity in the second record?
Answer: 1